Entry 1:
Formula: C2H3ClFNS
Source: the OMol25 dataset
Level of theory: ωB97M-V with the def2-TZVPD basis set

Each line ends with the Mulliken charge.
Cartesian coordinates (Å):
F -1.010 -0.073 -1.718  -0.224
C -0.867 0.846 -0.677  0.340
Cl -0.323 2.398 -1.280  -0.164
C 0.172 0.284 0.268  -0.243
N 0.233 -0.965 0.421  -0.327
S 1.338 -1.686 1.542  -0.148
H -1.818 0.944 -0.163  0.232
H 0.689 0.982 0.928  0.358
H 1.586 -2.730 0.679  0.177

Calculated values
HOMO: -9.4 eV
LUMO: 0.526 eV
Kohn-Sham gap: 9.91 eV
Calculated total energy: -1090.9622 a.u.

=====

Entry 2:
Formula: C2H3ClN2
Source: the OMol25 dataset
Level of theory: ωB97M-V with the def2-TZVPD basis set

Each line ends with the Mulliken charge.
Cartesian coordinates (Å):
H -2.207 1.010 0.535  0.266
N -1.180 1.026 0.397  -0.449
C -0.658 0.169 -0.353  -0.126
C -1.486 -0.897 -0.843  0.303
N -2.272 -1.607 -1.287  -0.332
H 0.401 0.165 -0.369  0.339
Cl 4.037 -0.481 0.836  -0.248
H 3.364 0.617 1.084  0.247

Calculated values
HOMO: -11.2 eV
LUMO: -0.162 eV
Kohn-Sham gap: 11.03 eV
Calculated total energy: -647.6649 a.u.

=====

Entry 3:
Formula: C2H3ClN2
Source: the OMol25 dataset
Level of theory: ωB97M-V with the def2-TZVPD basis set

Each line ends with the Mulliken charge.
Cartesian coordinates (Å):
N 2.217 -2.421 -0.132  -0.331
C 1.638 -1.419 0.036  0.099
C 0.797 -0.207 0.371  0.172
N -0.337 -0.084 -0.323  -0.323
Cl 2.201 1.204 -0.170  -0.303
H 0.629 -0.017 1.520  0.301
H -1.030 0.491 0.009  0.185
H -0.488 -0.697 -1.040  0.200

Calculated values
HOMO: -10.5 eV
LUMO: 0.316 eV
Kohn-Sham gap: 10.81 eV
Calculated total energy: -647.6723 a.u.

=====

Entry 4:
Formula: C2H3ClN2
Source: the OMol25 dataset
Level of theory: ωB97M-V with the def2-TZVPD basis set

Each line ends with the Mulliken charge.
Cartesian coordinates (Å):
C -2.075 -1.962 0.051  -0.146
C 0.945 0.514 -0.286  -0.602
N -1.229 -1.106 0.015  0.039
N -0.559 0.054 0.062  0.055
Cl -0.969 0.874 1.547  -0.247
H 1.518 0.547 0.597  0.304
H 1.507 -0.205 -0.887  0.321
H 0.861 1.284 -1.098  0.277

Calculated values
Expectation value of S²: 2.0138
Spin multiplicity: 3
HOMO (alpha / beta): -6.2 / -10.9 eV
LUMO (alpha / beta): 0.616 / -2.656 eV
Kohn-Sham gap (alpha / beta): 6.86 / 8.21 eV
Calculated total energy: -647.4195 a.u.

=====

Entry 5:
Formula: C2H3ClN2O
Source: the OMol25 dataset
Level of theory: ωB97M-V with the def2-TZVPD basis set

Each line ends with the Mulliken charge.
Cartesian coordinates (Å):
C -0.445 -0.281 -1.109  0.293
C -0.895 1.056 0.423  -0.411
N 0.235 -1.249 -0.934  -0.384
N -2.235 0.974 0.584  -0.117
O -2.639 -0.011 1.267  -0.299
Cl -0.791 0.529 -2.532  -0.131
H -0.708 2.023 0.054  0.373
H -0.372 0.632 1.279  0.372
H 0.733 -1.798 -1.668  0.305

Calculated values
HOMO: -9.2 eV
LUMO: -1.205 eV
Kohn-Sham gap: 8.02 eV
Calculated total energy: -722.7688 a.u.

=====

Entry 6:
Formula: C2H3ClN2O2
Source: the OMol25 dataset
Level of theory: ωB97M-V with the def2-TZVPD basis set

Each line ends with the Mulliken charge.
Cartesian coordinates (Å):
O 2.975 1.991 -0.115  -0.500
C 2.054 1.257 -0.100  0.579
O 0.757 1.592 -0.024  -0.324
C -0.160 0.435 0.010  -0.206
N 0.719 -0.702 0.000  -0.385
N 2.048 -0.165 -0.074  0.078
Cl 3.274 -1.331 0.119  -0.018
H -0.864 0.374 -0.923  0.186
H -0.755 0.435 0.860  0.285
H 0.687 -1.332 0.785  0.306

Calculated values
HOMO: -8.8 eV
LUMO: 0.430 eV
Kohn-Sham gap: 9.28 eV
Calculated total energy: -798.1057 a.u.

=====

Entry 7:
Formula: C2H3ClNOP
Source: the OMol25 dataset
Level of theory: ωB97M-V with the def2-TZVPD basis set

Each line ends with the Mulliken charge.
Cartesian coordinates (Å):
C -0.340 -0.903 -0.640  0.061
C -0.287 -0.078 0.563  -0.161
N -1.378 -1.334 -1.141  -0.561
O -1.512 -0.189 1.216  -0.299
P -2.885 -0.765 0.472  0.371
Cl -3.694 0.832 -0.507  -0.185
H 0.484 -1.161 -1.378  0.342
H 0.463 -0.290 1.393  0.250
H 0.050 1.034 0.208  0.184

Calculated values
HOMO (alpha / beta): -9.0 / -9.0 eV
LUMO (alpha / beta): -0.006 / -0.006 eV
Kohn-Sham gap (alpha / beta): 9.02 / 9.02 eV
Calculated total energy: -1009.5166 a.u.

=====

Entry 8:
Formula: C2H3ClO2
Source: the OMol25 dataset
Level of theory: ωB97M-V with the def2-TZVPD basis set

Each line ends with the Mulliken charge.
Cartesian coordinates (Å):
C 0.214 -0.069 -0.071  -0.900
C 1.596 -0.527 0.053  0.789
O 2.049 -1.663 0.120  -0.508
O 2.398 0.617 -0.045  -0.276
Cl 4.074 0.280 -0.050  0.017
H 0.033 0.331 -0.994  0.313
H -0.490 -0.937 0.094  0.262
H 0.232 0.748 0.657  0.302

Calculated values
HOMO: -11.0 eV
LUMO: -0.148 eV
Kohn-Sham gap: 10.87 eV
Calculated total energy: -688.6199 a.u.

=====

Entry 9:
Formula: C2H3ClO2
Source: the OMol25 dataset
Level of theory: ωB97M-V with the def2-TZVPD basis set

Each line ends with the Mulliken charge.
Cartesian coordinates (Å):
C -0.284 0.851 -0.297  -0.684
C -0.118 -0.279 0.400  0.464
Cl 1.144 -0.432 1.885  -0.210
O -0.744 -1.356 0.135  -0.189
O -0.042 -2.665 0.270  -0.249
H 0.231 1.872 -0.169  0.240
H -1.046 0.900 -1.026  0.274
H 0.871 -2.377 0.081  0.354

Calculated values
HOMO: -9.7 eV
LUMO: -0.225 eV
Kohn-Sham gap: 9.51 eV
Calculated total energy: -688.5154 a.u.

=====

Entry 10:
Formula: C2H3ClO2
Source: the OMol25 dataset
Level of theory: ωB97M-V with the def2-TZVPD basis set

Each line ends with the Mulliken charge.
Cartesian coordinates (Å):
O -1.223 -0.228 2.299  -0.332
C -0.072 -0.375 2.434  0.192
Cl 0.755 -1.696 1.688  -0.141
H 0.546 0.370 3.060  0.297
C -0.134 0.602 -1.004  -0.116
O 0.343 0.286 0.046  -0.326
H 0.446 0.526 -2.043  0.186
H -1.195 0.682 -1.154  0.240

Calculated values
HOMO: -10.4 eV
LUMO: 0.535 eV
Kohn-Sham gap: 10.92 eV
Calculated total energy: -688.6180 a.u.

=====

Entry 11:
Formula: C2H3ClO2S
Source: the OMol25 dataset
Level of theory: ωB97M-V with the def2-TZVPD basis set

Each line ends with the Mulliken charge.
Cartesian coordinates (Å):
O 1.270 -1.533 0.888  -0.586
S 0.944 -0.442 0.010  0.946
O 1.920 0.039 -0.907  -0.547
C -0.705 -0.404 -0.624  -0.611
C -0.225 0.628 0.634  -0.089
Cl 0.001 2.262 0.143  -0.131
H -1.433 -0.956 -0.088  0.308
H -1.010 0.079 -1.579  0.325
H -0.762 0.327 1.522  0.385

Calculated values
HOMO: -10.8 eV
LUMO: 0.543 eV
Kohn-Sham gap: 11.33 eV
Calculated total energy: -1086.7685 a.u.

=====

Entry 12:
Formula: C2H3ClO2S
Source: the OMol25 dataset
Level of theory: ωB97M-V with the def2-TZVPD basis set

Each line ends with the Mulliken charge.
Cartesian coordinates (Å):
C -1.402 0.516 -0.271  -0.489
C -0.579 -0.239 0.427  -0.166
O 1.280 -1.180 -1.381  -0.430
O 1.816 -1.406 0.992  -0.435
S 1.140 -0.664 -0.025  0.935
Cl 1.997 2.004 0.071  -0.338
H -2.250 0.869 0.113  0.337
H -1.226 0.533 -1.369  0.232
H -0.777 -0.433 1.443  0.355

Calculated values
HOMO (alpha / beta): -10.6 / -10.6 eV
LUMO (alpha / beta): -3.076 / -3.078 eV
Kohn-Sham gap (alpha / beta): 7.48 / 7.48 eV
Calculated total energy: -1086.7375 a.u.